(1)
{
  "formula": "C28H36N4O2P2Pb",
  "method": "ωB97M-V/def2-TZVPD",
  "relative_energy_ev": 5.425,
  "lumo_energy_ha": [-0.0185, -0.0187],
  "homo_ev": [-4.660, -4.314],
  "e_tot_ha": -2333.17083,
  "elements": ["Pb", "C", "C", "C", "C", "C", "C", "C", "C", "C", "H", "H", "H", "H", "H", "H", "H", "H", "H", "H", "H", "H", "H", "H", "H", "P", "P", "N", "N", "N", "N", "C", "C", "C", "C", "C", "C", "C", "C", "C", "C", "C", "C", "C", "C", "C", "C", "C", "C", "H", "H", "H", "H", "H", "H", "H", "H", "H", "H", "H", "H", "H", "H", "H", "H", "H", "H", "H", "H", "O", "C", "O", "H"],
  "xyz": [[-0.94, 2.49, -1.08], [-1.76, 2.00, -3.39], [-1.89, 0.65, -3.23], [-0.97, -0.35, -3.80], [0.53, 0.04, -3.69], [0.87, 0.88, -2.49], [0.98, 2.32, -2.39], [0.49, 3.15, -3.58], [-0.77, 2.62, -4.33], [0.41, 2.37, 2.28], [-2.54, 2.71, -3.10], [-2.82, 0.19, -2.86], [-1.26, -0.53, -4.87], [-1.17, -1.31, -3.30], [1.10, -0.93, -3.69], [0.83, 0.54, -4.63], [1.59, 0.34, -1.87], [2.00, 2.68, -2.09], [1.30, 3.18, -4.32], [0.31, 4.18, -3.24], [-1.26, 3.50, -4.81], [-0.44, 1.95, -5.15], [-0.48, 2.63, 2.90], [1.17, 3.15, 2.47], [0.83, 1.42, 2.71], [1.88, -0.41, 1.49], [-1.68, -1.17, 1.72], [3.11, 0.60, 0.63], [2.96, -1.68, 1.82], [-2.25, 0.22, 0.93], [-3.08, -2.10, 1.79], [0.93, -1.17, 0.16], [-0.37, -1.95, 0.69], [3.45, 1.91, 1.03], [4.25, 2.49, 0.05], [4.42, 1.51, -0.98], [3.68, 0.38, -0.62], [3.93, -1.54, 2.81], [4.54, -2.77, 3.04], [3.92, -3.71, 2.14], [2.98, -3.01, 1.40], [-2.48, 1.42, 1.57], [-3.02, 2.34, 0.68], [-3.17, 1.66, -0.59], [-2.67, 0.34, -0.40], [-4.12, -2.40, 0.85], [-5.10, -3.15, 1.49], [-4.65, -3.34, 2.84], [-3.44, -2.73, 2.99], [1.49, -1.79, -0.60], [0.51, -0.33, -0.42], [-0.97, -2.26, -0.20], [-0.07, -2.93, 1.14], [3.00, 2.29, 1.93], [4.67, 3.48, 0.03], [5.01, 1.61, -1.89], [3.54, -0.55, -1.15], [4.05, -0.59, 3.30], [5.37, -2.95, 3.75], [4.20, -4.78, 2.00], [2.28, -3.35, 0.65], [-2.25, 1.50, 2.60], [-3.26, 3.37, 0.87], [-3.68, 2.12, -1.44], [-2.67, -0.56, -1.00], [-4.08, -2.05, -0.18], [-6.04, -3.54, 1.10], [-5.18, -3.90, 3.60], [-2.77, -2.66, 3.82], [-0.64, -2.17, 4.08], [-0.77, -0.97, 4.11], [-1.34, -0.35, 3.05], [-0.52, -0.23, 4.87]]
}

(2)
{
  "formula": "C7H17AuN4S",
  "method": "ωB97M-V/def2-TZVPD",
  "relative_energy_ev": 0.000,
  "total_charge": 2,
  "lumo_energy_ha": -0.2228,
  "homo_ev": -15.111,
  "e_tot_ha": -1029.30544,
  "elements": ["Au", "N", "C", "N", "S", "H", "H", "H", "H", "C", "C", "N", "C", "C", "N", "C", "C", "H", "H", "H", "H", "H", "H", "H", "H", "H", "H", "H", "H", "H"],
  "xyz": [[-0.77, 1.73, 0.00], [-4.60, 2.14, -0.78], [-3.90, 2.48, 0.28], [-4.36, 2.24, 1.50], [-2.42, 3.36, 0.09], [-5.53, 1.76, -0.70], [-4.28, 2.41, -1.70], [-5.29, 1.86, 1.65], [-3.86, 2.59, 2.30], [3.07, -0.69, -0.68], [2.10, 0.51, -0.63], [0.81, 0.09, -0.09], [1.02, -0.42, 1.27], [1.97, -1.64, 1.25], [2.37, -1.88, -0.16], [1.19, -2.18, -0.99], [0.25, -0.96, -0.94], [3.96, -0.50, -0.08], [3.40, -0.89, -1.71], [1.95, 0.92, -1.63], [2.51, 1.30, -0.01], [0.05, -0.70, 1.70], [1.43, 0.38, 1.88], [1.48, -2.53, 1.64], [2.86, -1.45, 1.84], [3.01, -2.69, -0.18], [0.70, -3.07, -0.61], [1.52, -2.38, -2.01], [-0.73, -1.25, -0.55], [0.10, -0.55, -1.94]]
}

(3)
{
  "formula": "C13H24MnNO12",
  "method": "ωB97M-V/def2-TZVPD",
  "multiplicity": 6,
  "relative_energy_ev": 0.000,
  "total_charge": -1,
  "lumo_energy_ha": [0.0627, 0.0627],
  "homo_ev": [-3.942, -4.605],
  "e_tot_ha": -2618.57739,
  "s2": 8.752,
  "elements": ["Mn", "C", "C", "C", "N", "C", "C", "C", "C", "C", "C", "H", "H", "H", "H", "H", "H", "H", "H", "H", "H", "H", "H", "H", "H", "H", "H", "H", "H", "H", "H", "O", "C", "O", "O", "H", "O", "C", "O", "O", "H", "O", "C", "O", "O", "H", "O", "C", "O", "O", "H"],
  "xyz": [[-16.51, 20.57, 20.19], [-17.44, 26.03, 26.55], [-17.51, 25.33, 25.21], [-16.25, 25.49, 24.38], [-16.22, 24.80, 22.94], [-17.46, 25.01, 22.04], [-17.54, 26.46, 21.54], [-16.32, 26.95, 20.76], [-15.06, 26.79, 21.66], [-14.93, 25.30, 22.21], [-16.17, 23.25, 23.15], [-17.29, 27.11, 26.50], [-16.70, 25.55, 27.19], [-18.40, 25.94, 27.06], [-18.37, 25.83, 24.77], [-17.85, 24.31, 25.40], [-15.31, 25.25, 24.86], [-16.28, 26.55, 24.12], [-18.25, 24.70, 22.73], [-17.48, 24.31, 21.21], [-17.69, 27.10, 22.41], [-18.39, 26.51, 20.87], [-16.35, 28.01, 20.51], [-16.19, 26.45, 19.80], [-15.26, 27.51, 22.44], [-14.11, 27.09, 21.22], [-14.11, 25.12, 22.90], [-14.95, 24.57, 21.41], [-16.42, 22.79, 22.20], [-16.83, 22.84, 23.92], [-15.11, 23.03, 23.25], [-14.56, 18.36, 17.62], [-15.12, 19.34, 18.20], [-14.54, 20.14, 18.94], [-16.36, 19.38, 18.41], [-13.66, 18.39, 17.93], [-15.20, 23.87, 18.69], [-16.37, 23.29, 18.53], [-16.82, 22.44, 19.32], [-17.05, 23.72, 17.61], [-15.40, 24.37, 17.90], [-20.67, 21.09, 20.91], [-19.37, 20.89, 21.08], [-18.84, 21.42, 22.08], [-18.63, 20.30, 20.25], [-20.85, 21.58, 21.71], [-15.16, 19.02, 23.58], [-15.45, 19.51, 22.38], [-15.16, 20.68, 22.06], [-16.01, 18.82, 21.51], [-14.89, 19.78, 24.10]]
}

(4)
{
  "formula": "C6H9NO",
  "method": "ωB97M-V/def2-TZVPD",
  "relative_energy_ev": 5.615,
  "lumo_energy_ha": -0.0233,
  "homo_ev": -8.680,
  "e_tot_ha": -363.81790,
  "elements": ["C", "O", "C", "C", "H", "H", "H", "H", "C", "C", "C", "N", "H", "H", "H", "H", "H"],
  "xyz": [[-1.20, 0.16, 1.34], [-0.49, -0.77, 1.89], [-1.35, 0.03, -0.42], [-2.22, 0.18, -1.26], [0.54, -1.41, 0.91], [-0.77, 1.18, 1.35], [-2.27, 0.16, 1.57], [-2.98, 0.31, -2.00], [0.50, -0.54, -0.88], [1.17, 0.76, -0.64], [2.00, 1.00, 0.37], [0.77, -1.60, -0.10], [0.37, -2.47, -0.43], [0.30, -0.75, -1.92], [0.92, 1.53, -1.35], [2.46, 1.98, 0.48], [2.26, 0.25, 1.10]]
}

Question: Number 3 is which compound?
Answer: C13H24MnNO12

Copy entry 3 word for word.
{
  "formula": "C13H24MnNO12",
  "method": "ωB97M-V/def2-TZVPD",
  "multiplicity": 6,
  "relative_energy_ev": 0.000,
  "total_charge": -1,
  "lumo_energy_ha": [0.0627, 0.0627],
  "homo_ev": [-3.942, -4.605],
  "e_tot_ha": -2618.57739,
  "s2": 8.752,
  "elements": ["Mn", "C", "C", "C", "N", "C", "C", "C", "C", "C", "C", "H", "H", "H", "H", "H", "H", "H", "H", "H", "H", "H", "H", "H", "H", "H", "H", "H", "H", "H", "H", "O", "C", "O", "O", "H", "O", "C", "O", "O", "H", "O", "C", "O", "O", "H", "O", "C", "O", "O", "H"],
  "xyz": [[-16.51, 20.57, 20.19], [-17.44, 26.03, 26.55], [-17.51, 25.33, 25.21], [-16.25, 25.49, 24.38], [-16.22, 24.80, 22.94], [-17.46, 25.01, 22.04], [-17.54, 26.46, 21.54], [-16.32, 26.95, 20.76], [-15.06, 26.79, 21.66], [-14.93, 25.30, 22.21], [-16.17, 23.25, 23.15], [-17.29, 27.11, 26.50], [-16.70, 25.55, 27.19], [-18.40, 25.94, 27.06], [-18.37, 25.83, 24.77], [-17.85, 24.31, 25.40], [-15.31, 25.25, 24.86], [-16.28, 26.55, 24.12], [-18.25, 24.70, 22.73], [-17.48, 24.31, 21.21], [-17.69, 27.10, 22.41], [-18.39, 26.51, 20.87], [-16.35, 28.01, 20.51], [-16.19, 26.45, 19.80], [-15.26, 27.51, 22.44], [-14.11, 27.09, 21.22], [-14.11, 25.12, 22.90], [-14.95, 24.57, 21.41], [-16.42, 22.79, 22.20], [-16.83, 22.84, 23.92], [-15.11, 23.03, 23.25], [-14.56, 18.36, 17.62], [-15.12, 19.34, 18.20], [-14.54, 20.14, 18.94], [-16.36, 19.38, 18.41], [-13.66, 18.39, 17.93], [-15.20, 23.87, 18.69], [-16.37, 23.29, 18.53], [-16.82, 22.44, 19.32], [-17.05, 23.72, 17.61], [-15.40, 24.37, 17.90], [-20.67, 21.09, 20.91], [-19.37, 20.89, 21.08], [-18.84, 21.42, 22.08], [-18.63, 20.30, 20.25], [-20.85, 21.58, 21.71], [-15.16, 19.02, 23.58], [-15.45, 19.51, 22.38], [-15.16, 20.68, 22.06], [-16.01, 18.82, 21.51], [-14.89, 19.78, 24.10]]
}